# 1
The following is a DFT calculation (the ωB97M-V functional and the def2-TZVPD basis) of a structure of composition C9H31BrN11O6Pb in a non-equilibrium geometry.

* LUMO: -0.07124 hartree
* energy above the lowest of the compared OMol25 structures with the same formula, charge and spin: 0.0 kcal/mol
* gap between HOMO and LUMO: 8.1 eV
* net charge: +1
* maximum force: 1.68 eV/Å
* energy: -113805.1069 eV

Each line ends with the natural charge from an NBO analysis.
CARTESIAN COORDINATES (ANGSTROEM)
Pb 0.088 0.562 0.328  1.48
Br -0.992 3.258 0.915  -0.77
C -1.298 1.870 -2.881  0.81
O -1.103 1.157 -1.900  -0.72
N -2.558 2.161 -3.345  -0.84
N -0.287 2.359 -3.640  -0.82
H -2.691 2.826 -4.084  0.40
H -3.321 1.654 -2.945  0.40
H -0.549 2.844 -4.480  0.39
H 0.634 1.973 -3.530  0.43
C 2.233 3.042 -1.603  0.78
O 1.880 1.877 -1.417  -0.72
N 1.463 4.108 -1.246  -0.85
N 3.432 3.373 -2.162  -0.84
H 0.607 3.871 -0.755  0.44
H 1.886 5.012 -1.136  0.39
H 3.585 4.303 -2.502  0.40
H 4.084 2.628 -2.314  0.41
C -0.023 -2.039 -2.155  0.80
O 0.604 -1.181 -1.552  -0.69
N 0.370 -3.338 -2.302  -0.84
N -1.251 -1.772 -2.694  -0.84
H -0.168 -3.964 -2.873  0.39
H 1.262 -3.632 -1.952  0.41
H -1.725 -0.893 -2.575  0.43
H -1.801 -2.535 -3.049  0.38
C -3.386 -0.901 -0.010  0.80
O -2.324 -0.424 0.353  -0.69
N -3.799 -2.161 0.330  -0.84
N -4.255 -0.210 -0.802  -0.84
H -3.184 -2.678 0.930  0.41
H -4.548 -2.618 -0.156  0.40
H -4.134 0.783 -0.900  0.42
H -5.187 -0.560 -0.940  0.39
C -1.334 0.080 3.658  0.80
O -0.386 0.346 2.937  -0.71
N -1.400 -1.027 4.454  -0.84
N -2.429 0.894 3.724  -0.83
H -2.235 -1.412 4.854  0.40
H -0.604 -1.638 4.437  0.40
H -3.194 0.657 4.326  0.39
H -2.494 1.624 3.031  0.44
C 4.406 -0.683 1.817  -0.63
C 3.024 -0.572 1.209  -0.09
C 2.116 -1.594 1.888  -0.07
O 0.885 -1.720 1.203  -0.57
C 0.136 -2.870 1.475  -0.24
N 2.495 0.830 1.322  -0.86
H 4.801 -1.697 1.866  0.22
H 4.441 -0.225 2.808  0.21
H 5.145 -0.120 1.236  0.22
H 2.973 -0.748 0.131  0.22
H 1.959 -1.390 2.955  0.19
H 2.644 -2.556 1.872  0.18
H -0.259 -2.881 2.499  0.17
H 0.686 -3.792 1.278  0.18
H -0.754 -2.807 0.845  0.19
H 2.610 1.124 2.299  0.37
H 3.223 1.424 0.920  0.38

***

# 2
The following is a DFT calculation (the ωB97M-V functional and the def2-TZVPD basis) of a cluster of 6 separate species, C9H31N5O6 in total in a non-equilibrium geometry.

* LUMO: -0.00011 hartree
* gap between HOMO and LUMO: 9.2 eV
* structure (SMILES): COC[C@H](C)N.NC(N)=O.NC(N)=O.CO.CO.CO
* maximum force: 7.54 eV/Å
* energy: -29568.0757 eV

Each line ends with the natural charge from an NBO analysis.
CARTESIAN COORDINATES (ANGSTROEM)
C -14.946 -13.810 11.575  -0.25
O -13.855 -13.198 12.324  -0.53
C -13.891 -11.814 12.315  -0.06
C -12.882 -11.165 13.182  -0.08
C -13.196 -9.710 13.475  -0.62
N -11.533 -11.184 12.747  -0.83
H -14.697 -14.868 11.482  0.20
H -14.958 -13.419 10.558  0.17
H -15.915 -13.611 12.031  0.17
H -13.833 -11.353 11.329  0.16
H -14.833 -11.356 12.617  0.15
H -12.876 -11.673 14.146  0.18
H -12.420 -9.184 14.032  0.21
H -14.024 -9.763 14.181  0.21
H -13.381 -9.073 12.610  0.21
H -11.225 -10.231 12.616  0.34
H -10.857 -11.479 13.437  0.36
N -16.764 -10.367 6.003  -0.82
C -16.659 -10.210 4.746  0.73
N -15.559 -9.634 4.463  -0.80
O -17.506 -10.535 3.926  -0.69
H -17.726 -10.504 6.278  0.41
H -16.174 -9.952 6.709  0.38
H -15.196 -9.462 3.536  0.41
H -14.987 -9.504 5.285  0.37
N -13.704 -12.398 0.145  -0.82
C -14.333 -12.429 -0.944  0.72
N -15.571 -12.452 -0.799  -0.81
O -13.750 -12.457 -2.013  -0.70
H -14.209 -12.624 0.990  0.38
H -12.710 -12.273 0.016  0.41
H -16.052 -12.538 -1.683  0.41
H -15.965 -12.150 0.081  0.39
C -19.828 -10.033 10.733  -0.25
O -20.964 -10.310 9.946  -0.71
H -20.224 -9.668 11.681  0.16
H -19.237 -10.916 10.976  0.16
H -19.229 -9.214 10.334  0.18
H -21.476 -10.897 10.507  0.46
C -21.514 -6.452 5.446  -0.26
O -22.010 -5.145 5.778  -0.72
H -20.512 -6.372 5.026  0.19
H -21.440 -7.061 6.347  0.16
H -22.124 -7.114 4.830  0.17
H -22.865 -5.277 6.194  0.46
C -11.487 -7.440 8.203  -0.26
O -12.848 -7.006 8.237  -0.72
H -11.091 -7.185 7.220  0.16
H -10.790 -7.057 8.949  0.16
H -11.394 -8.514 8.358  0.18
H -12.874 -6.111 7.892  0.47

***

# 3
The following is a DFT calculation (the ωB97M-V functional and the def2-TZVPD basis) of a cluster of 6 separate species, C9H32N11O6PS in total in a non-equilibrium geometry.

* LUMO: 0.00703 hartree
* gap between HOMO and LUMO: 8.4 eV
* structure (SMILES): CNC[C@@H](OC)[PH2]=S.NC(N)=O.NC(N)=O.NC(N)=O.NC(N)=O.NC(N)=O
* maximum force: 1.37 eV/Å
* energy: -58656.5829 eV

Each line ends with the natural charge from an NBO analysis.
CARTESIAN COORDINATES (ANGSTROEM)
C 1.748 -0.067 0.563  -0.42
N 0.407 -0.569 0.238  -0.66
C -0.168 0.027 -0.979  -0.28
C -1.412 0.874 -0.748  -0.20
O -2.634 0.165 -0.709  -0.55
C -2.759 -0.913 0.202  -0.27
P -1.234 2.016 0.692  0.84
S -1.202 3.914 0.202  -0.62
H 1.803 0.998 0.339  0.19
H 2.541 -0.561 -0.002  0.19
H 1.942 -0.183 1.629  0.20
H 0.479 -1.568 0.108  0.37
H 0.564 0.667 -1.467  0.25
H -0.406 -0.734 -1.720  0.20
H -1.511 1.558 -1.592  0.26
H -2.697 -1.875 -0.311  0.16
H -2.005 -0.903 0.987  0.20
H -3.738 -0.874 0.672  0.20
H -0.048 1.693 1.352  -0.03
H -2.275 1.716 1.579  -0.03
N 2.234 2.193 -5.202  -0.85
C 1.272 1.475 -4.541  0.78
N 0.808 0.363 -5.181  -0.86
O 0.853 1.814 -3.445  -0.70
H 2.591 1.938 -6.102  0.38
H 2.581 3.017 -4.751  0.40
H 0.080 -0.179 -4.732  0.44
H 1.137 0.074 -6.082  0.38
N -4.901 -3.012 4.101  -0.85
C -4.851 -3.230 2.751  0.78
N -6.007 -3.698 2.189  -0.85
O -3.845 -3.021 2.096  -0.67
H -5.716 -3.178 4.659  0.39
H -4.066 -2.673 4.540  0.41
H -6.001 -3.868 1.201  0.41
H -6.844 -3.875 2.710  0.39
N 1.250 1.161 4.887  -0.84
C 2.271 1.656 4.126  0.78
N 1.936 2.681 3.291  -0.84
O 3.403 1.202 4.196  -0.69
H 0.315 1.518 4.853  0.39
H 1.467 0.406 5.509  0.41
H 2.662 3.088 2.732  0.41
H 1.008 3.055 3.219  0.40
N -2.473 -1.991 -3.021  -0.84
C -2.099 -1.977 -4.330  0.80
N -2.713 -2.889 -5.141  -0.84
O -1.257 -1.198 -4.758  -0.70
H -3.161 -2.611 -2.640  0.39
H -2.062 -1.303 -2.419  0.42
H -2.451 -2.895 -6.108  0.41
H -3.405 -3.537 -4.816  0.39
N 5.568 2.172 0.942  -0.86
C 6.609 1.824 1.771  0.77
N 6.232 1.315 2.976  -0.86
O 7.772 1.960 1.432  -0.67
H 4.606 2.043 1.191  0.38
H 5.800 2.547 0.043  0.40
H 6.962 1.028 3.599  0.40
H 5.270 1.222 3.259  0.42

***

# 4
The following is a DFT calculation (the ωB97M-V functional and the def2-TZVPD basis) of a cluster of 7 separate species, C9H32N8O7 in total in a non-equilibrium geometry.

* LUMO: 0.00244 hartree
* energy above the lowest of the compared OMol25 structures with the same formula, charge and spin: 0.0 kcal/mol
* gap between HOMO and LUMO: 9.1 eV
* structure (SMILES): NC(N)=O.NC(N)=O.NC(N)=O.NC(N)=O.CC(C)O.CO.CO
* maximum force: 6.53 eV/Å
* energy: -36106.5270 eV

Each line ends with the natural charge from an NBO analysis.
CARTESIAN COORDINATES (ANGSTROEM)
N -2.831 1.400 -2.720  -0.82
C -2.479 1.978 -1.592  0.78
N -1.491 2.851 -1.837  -0.83
O -2.804 1.593 -0.497  -0.71
H -2.445 1.597 -3.633  0.40
H -3.513 0.660 -2.635  0.41
H -1.124 3.381 -1.060  0.42
H -1.455 3.166 -2.795  0.39
N 2.134 -1.887 -3.763  -0.84
C 1.385 -0.803 -3.877  0.75
N 0.706 -0.593 -2.783  -0.85
O 1.524 -0.098 -4.896  -0.70
H 2.689 -2.212 -4.541  0.41
H 1.895 -2.469 -2.972  0.38
H 0.541 -1.297 -2.078  0.42
H 0.415 0.355 -2.593  0.40
N 2.916 1.859 1.387  -0.86
C 3.182 1.066 2.442  0.76
N 2.567 1.409 3.572  -0.85
O 3.844 0.074 2.340  -0.66
H 3.469 1.659 0.566  0.42
H 2.177 2.547 1.428  0.38
H 2.169 2.328 3.697  0.39
H 2.714 0.721 4.296  0.42
N -2.868 -1.613 2.912  -0.86
C -4.142 -1.685 2.538  0.75
N -4.202 -1.196 1.356  -0.82
O -5.125 -1.944 3.224  -0.69
H -2.687 -2.010 3.823  0.39
H -2.173 -1.304 2.248  0.41
H -5.023 -1.178 0.768  0.39
H -3.355 -0.862 0.920  0.39
C 0.612 -3.250 0.879  -0.64
C 1.291 -2.933 -0.448  0.07
C 2.500 -3.790 -0.885  -0.64
O 0.314 -3.078 -1.401  -0.72
H 1.255 -3.700 1.635  0.22
H -0.249 -3.909 0.767  0.21
H 0.265 -2.385 1.443  0.22
H 1.687 -1.927 -0.305  0.19
H 2.931 -3.164 -1.667  0.21
H 2.250 -4.817 -1.150  0.21
H 3.321 -3.912 -0.179  0.23
H 0.121 -4.015 -1.320  0.48
C -0.067 0.265 0.977  -0.26
O -1.396 -0.158 0.814  -0.78
H 0.364 0.058 1.956  0.18
H 0.638 -0.178 0.273  0.16
H 0.071 1.340 1.099  0.16
H -1.873 0.567 0.401  0.51
C -0.138 5.052 0.924  -0.26
O -0.045 5.276 -0.491  -0.73
H -1.151 4.856 1.274  0.18
H 0.479 4.190 1.178  0.16
H 0.229 5.884 1.525  0.18
H -0.020 6.234 -0.547  0.48

***

# 5
The following is a DFT calculation (the ωB97M-V functional and the def2-TZVPD basis) of a cluster of 7 separate species, C9H32O7 in total in a non-equilibrium geometry.

* LUMO: 0.01378 hartree
* energy above the lowest of the compared OMol25 structures with the same formula, charge and spin: 84.9 kcal/mol
* gap between HOMO and LUMO: 10.4 eV
* structure (SMILES): CC(C)O.CC(C)O.CO.CO.CO.O.O
* maximum force: 2.89 eV/Å
* energy: -24181.5286 eV

Each line ends with the natural charge from an NBO analysis.
CARTESIAN COORDINATES (ANGSTROEM)
C 0.258 -23.718 0.724  -0.63
C -0.333 -22.308 0.958  0.11
C -0.969 -22.111 2.363  -0.64
O 0.781 -21.446 0.648  -0.74
H 1.079 -24.033 1.368  0.20
H 0.540 -23.894 -0.314  0.22
H -0.567 -24.413 0.881  0.20
H -1.165 -22.215 0.260  0.18
H -1.778 -22.821 2.536  0.22
H -1.201 -21.060 2.534  0.22
H -0.170 -22.330 3.072  0.19
H 1.463 -21.456 1.323  0.47
C -0.814 -14.777 -7.921  -0.63
C -0.877 -14.817 -9.470  0.11
C -1.892 -15.864 -9.992  -0.64
O -1.268 -13.601 -9.963  -0.71
H 0.111 -14.310 -7.583  0.21
H -0.932 -15.794 -7.545  0.21
H -1.569 -14.146 -7.453  0.22
H 0.122 -15.050 -9.837  0.14
H -1.511 -16.879 -9.887  0.21
H -2.097 -15.778 -11.060  0.20
H -2.773 -15.651 -9.386  0.21
H -1.374 -13.728 -10.908  0.46
C -1.478 -21.675 -6.850  -0.24
O -2.871 -21.821 -7.038  -0.74
H -0.962 -22.491 -7.354  0.17
H -1.170 -20.717 -7.268  0.16
H -1.245 -21.594 -5.788  0.18
H -3.072 -22.491 -7.695  0.47
C -6.897 -22.949 -1.885  -0.24
O -6.031 -23.617 -2.717  -0.74
H -7.843 -22.840 -2.417  0.16
H -7.107 -23.497 -0.966  0.18
H -6.349 -22.040 -1.640  0.16
H -5.827 -23.151 -3.531  0.47
C -3.286 -27.094 -10.775  -0.25
O -4.225 -26.009 -10.560  -0.73
H -3.303 -27.523 -11.777  0.17
H -2.268 -26.764 -10.567  0.18
H -3.482 -27.884 -10.049  0.17
H -5.070 -26.207 -10.970  0.47
O -6.764 -18.789 -5.927  -0.94
H -6.019 -19.338 -6.172  0.47
H -7.408 -18.934 -6.620  0.47
O 3.831 -22.133 -3.269  -0.94
H 3.720 -21.509 -3.986  0.47
H 3.358 -21.742 -2.535  0.47

***

Among the records above, which one has the lowest maximum force?
C9H32N11O6PS